(1)
Below is CH2N2O4 in the gas phase at a distorted geometry, with properties calculated with the ωB97M-V functional and the def2-TZVPD basis.

XYZ file:
```
9
Properties=species:S:1:pos:R:3:mulliken_charge:R:1
C 1.3001 0.0343 -0.0323 -0.38
N -1.4576 0.6259 0.0361 1.15
N 0.4642 -0.9258 -0.0610 0.64
O -2.6009 0.7443 -0.1883 -0.56
O 0.4928 -2.0670 0.2871 -0.60
O -0.8849 -0.5029 -0.5969 -0.34
O -0.7084 1.2805 0.6737 -0.54
H 1.1197 0.9820 -0.4946 0.31
H 2.2751 -0.1713 0.3761 0.31
```

Properties
Structure (SMILES) = C=[N+]([O-])O[N+](=O)[O-]
Net charge = 0
Energy above the lowest of the compared OMol25 structures with the same formula, charge and spin = 119.33 kcal per mole
Maximum force = 1.7 eV/A
Spin multiplicity = 1
Frontier orbital gap = 10.2 eV



(2)
Below is CH2N2OS in the gas phase at a distorted geometry, with properties calculated with the ωB97M-V functional and the def2-TZVPD basis.

XYZ file:
```
7
Properties=species:S:1:pos:R:3:mulliken_charge:R:1
C -1.3985 0.5027 0.2296 0.32
N -1.9264 1.2852 -0.3827 -0.32
N 1.0359 0.2336 0.1093 -0.50
O -0.5618 -1.8823 -0.4382 -0.53
S -0.2422 -0.7924 0.6412 0.48
H 1.8036 0.1257 0.7730 0.27
H 1.2893 0.5275 -0.9322 0.28
```

Properties
Net charge = 0
Energy above the lowest of the compared OMol25 structures with the same formula, charge and spin = 16.12 kcal per mole
Maximum force = 5.0 eV/A
Spin multiplicity = 1
Frontier orbital gap = 10.7 eV



(3)
Below is CH2N2OS2 in the gas phase at a distorted geometry, with properties calculated with the ωB97M-V functional and the def2-TZVPD basis.

XYZ file:
```
8
Properties=species:S:1:pos:R:3:mulliken_charge:R:1
C -0.1961 -1.0796 -0.3795 -0.03
N 0.1597 -1.2692 0.8369 -0.32
N 0.4854 1.1826 0.4721 -0.40
O -1.7816 0.9087 -0.7294 -0.54
S 0.5038 0.0724 1.7652 0.15
S -0.3249 0.7032 -0.9583 0.46
H -0.2876 -1.8493 -1.1682 0.36
H 1.4414 1.3311 0.1612 0.32
```

Properties
Net charge = 0
Energy above the lowest of the compared OMol25 structures with the same formula, charge and spin = 20.81 kcal per mole
Maximum force = 2.9 eV/A
Spin multiplicity = 1
Frontier orbital gap = 9.7 eV



(4)
Below is 2 unconnected molecules or ions with the total composition CH2N2OS2 at a distorted geometry, with properties calculated with the ωB97M-V functional and the def2-TZVPD basis.

XYZ file:
```
8
Properties=species:S:1:pos:R:3:mulliken_charge:R:1
C 0.0327 -1.1316 2.0569 0.45
N -1.3511 0.5740 -0.9935 -0.46
N -0.1461 -0.0531 1.5322 -0.39
O -2.9335 -1.1264 -1.8704 -0.46
S 0.2910 -2.2928 3.0712 -0.33
S -1.9437 -0.8131 -0.8893 0.59
H -1.5157 1.3272 -1.6460 0.28
H -0.9050 0.1340 0.9413 0.32
```

Properties
Net charge = 0
Energy above the lowest of the compared OMol25 structures with the same formula, charge and spin = 10.98 kcal per mole
Maximum force = 2.5 eV/A
Spin multiplicity = 1
Frontier orbital gap = 8.5 eV



(5)
Below is a molecular structure, CH2N2S2 at a distorted geometry, with properties calculated with the ωB97M-V functional and the def2-TZVPD basis.

XYZ file:
```
7
Properties=species:S:1:pos:R:3:mulliken_charge:R:1
C 0.4610 1.4752 -0.1665 0.56
N 1.6184 1.9945 -0.1895 -0.47
N 0.0384 0.2075 -0.2223 -0.42
S -0.7303 3.0067 -0.1297 -0.21
S 1.2880 3.6681 -0.1543 0.05
H 0.7322 -0.4885 0.0064 0.26
H -0.9077 -0.0036 0.0461 0.23
```

Properties
Net charge = 0
Energy above the lowest of the compared OMol25 structures with the same formula, charge and spin = 5.83 kcal per mole
Maximum force = 3.7 eV/A
Spin multiplicity = 1
Frontier orbital gap = 8.1 eV



(6)
Below is CH2N2S3 in the gas phase at a distorted geometry, with properties calculated with the ωB97M-V functional and the def2-TZVPD basis.

XYZ file:
```
8
Properties=species:S:1:pos:R:3:mulliken_charge:R:1
C 1.0895 0.0432 -0.4079 -0.16
N 0.9695 -0.7319 0.4933 0.44
N 0.5139 -1.0662 1.5749 -0.68
S -3.0981 0.5151 -0.5193 -0.14
S 0.0266 1.7252 -0.4633 -0.10
S -1.6430 1.3259 -1.5407 0.07
H 2.0240 0.0658 -1.0897 0.32
H 0.1175 -1.8772 1.9527 0.26
```

Properties
Net charge = 0
Energy above the lowest of the compared OMol25 structures with the same formula, charge and spin = 51.58 kcal per mole
Maximum force = 5.5 eV/A
Spin multiplicity = 1
Frontier orbital gap (spin up / spin down) = 7.9 / 6.3 eV



(7)
Below is 2 unconnected molecules or ions with the total composition CH2N2S4 at a distorted geometry, with properties calculated with the ωB97M-V functional and the def2-TZVPD basis.

XYZ file:
```
9
Properties=species:S:1:pos:R:3:mulliken_charge:R:1
C -1.8838 0.0622 0.3421 -0.04
N 1.0779 2.2111 -0.0601 -0.22
N 1.9286 1.5449 -0.4068 0.34
S -1.2819 0.9390 -0.8155 -0.28
S 2.9992 0.5140 -0.6729 -0.10
S 0.3372 -1.5628 -0.3679 -0.14
S -1.4133 -1.6094 0.7695 -0.01
H -2.8290 0.3492 0.8969 0.28
H 1.0651 -2.4481 0.3147 0.16
```

Properties
Structure (SMILES) = N#[N+][S-].S=CSS
Net charge = 0
Energy above the lowest of the compared OMol25 structures with the same formula, charge and spin = 9.80 kcal per mole
Maximum force = 5.2 eV/A
Spin multiplicity = 1
Frontier orbital gap = 8.5 eV



(8)
Below is CH2N2S4 in the gas phase at a distorted geometry, with properties calculated with the ωB97M-V functional and the def2-TZVPD basis.

XYZ file:
```
9
Properties=species:S:1:pos:R:3:mulliken_charge:R:1
C 0.2831 -0.5247 0.8937 -0.11
N 0.4497 -1.2930 1.8743 -0.09
N -0.3280 -2.0572 2.5161 -0.17
S -0.4535 -4.2555 0.5996 -0.27
S -0.9992 -3.4071 2.2723 0.25
S -1.3824 1.5221 -0.3772 -0.22
S -1.2733 -0.4587 0.0177 0.04
H 1.1279 0.0418 0.6166 0.43
H -0.0420 1.9527 -0.6647 0.15
```

Properties
Net charge = 0
Energy above the lowest of the compared OMol25 structures with the same formula, charge and spin = 29.23 kcal per mole
Maximum force = 2.3 eV/A
Spin multiplicity = 1
Frontier orbital gap = 7.6 eV



- Look up the net charge of the first one.
  0



Copy entry 3 word for word.
Below is CH2N2OS2 in the gas phase at a distorted geometry, with properties calculated with the ωB97M-V functional and the def2-TZVPD basis.

XYZ file:
```
8
Properties=species:S:1:pos:R:3:mulliken_charge:R:1
C -0.1961 -1.0796 -0.3795 -0.03
N 0.1597 -1.2692 0.8369 -0.32
N 0.4854 1.1826 0.4721 -0.40
O -1.7816 0.9087 -0.7294 -0.54
S 0.5038 0.0724 1.7652 0.15
S -0.3249 0.7032 -0.9583 0.46
H -0.2876 -1.8493 -1.1682 0.36
H 1.4414 1.3311 0.1612 0.32
```

Properties
Net charge = 0
Energy above the lowest of the compared OMol25 structures with the same formula, charge and spin = 20.81 kcal per mole
Maximum force = 2.9 eV/A
Spin multiplicity = 1
Frontier orbital gap = 9.7 eV



- Which value of net charge does entry 1 give?
  0



What did the third record say?
Below is CH2N2OS2 in the gas phase at a distorted geometry, with properties calculated with the ωB97M-V functional and the def2-TZVPD basis.

XYZ file:
```
8
Properties=species:S:1:pos:R:3:mulliken_charge:R:1
C -0.1961 -1.0796 -0.3795 -0.03
N 0.1597 -1.2692 0.8369 -0.32
N 0.4854 1.1826 0.4721 -0.40
O -1.7816 0.9087 -0.7294 -0.54
S 0.5038 0.0724 1.7652 0.15
S -0.3249 0.7032 -0.9583 0.46
H -0.2876 -1.8493 -1.1682 0.36
H 1.4414 1.3311 0.1612 0.32
```

Properties
Net charge = 0
Energy above the lowest of the compared OMol25 structures with the same formula, charge and spin = 20.81 kcal per mole
Maximum force = 2.9 eV/A
Spin multiplicity = 1
Frontier orbital gap = 9.7 eV